51
Properties=species:S:1:pos:R:3 method="wB97M-V/def2-TZVPD" total_charge=-1 total_energy_ev=-41811.42576
C 4.34776 -1.49648 1.32248
C 3.75532 -2.53247 0.36844
C 2.68853 -3.42214 1.00785
C 1.23710 -3.23696 0.48839
N 1.08475 -2.22271 -0.56654
Nb -0.18332 -0.61610 -0.12300
C 0.66721 -0.32490 1.96235
C 1.39812 0.73878 -1.11399
C 1.97843 0.19757 -2.36654
O 2.48023 0.87556 -3.18866
C -1.02081 -0.90910 -2.25093
C -1.47321 0.39154 -2.84692
F -1.62389 0.26521 -4.22745
O -1.42844 1.02109 0.03494
B -1.10077 1.94046 0.98534
O 0.04250 2.72364 0.96944
O -1.94445 2.11087 2.04910
P -2.10968 -2.15422 0.68570
N -3.60462 -1.61850 0.44963
H 5.25391 -1.12894 0.85517
H 4.62238 -1.93467 2.27123
H 3.68265 -0.64883 1.43202
H 3.44843 -2.03847 -0.54338
H 4.59015 -3.17106 0.09606
H 2.69108 -3.21608 2.07232
H 2.97570 -4.46120 0.93166
H 0.90874 -4.18737 0.08209
H 0.60042 -3.07934 1.35263
H 0.68646 -2.69651 -1.36753
H -0.14362 -0.29577 2.68898
H 1.29878 -1.14742 2.29318
H 1.29246 0.55535 2.05319
H 1.04771 1.74519 -1.29152
H 2.22175 0.75319 -0.40129
H 1.97282 -0.88561 -2.56184
H -0.30378 -1.40469 -2.89990
H -1.91633 -1.52787 -2.22513
H -0.78522 1.20822 -2.65616
H -2.41840 0.66905 -2.40314
H 0.16051 3.16700 0.12058
H -1.48971 2.67274 2.69134
H -1.91892 -3.42503 0.05550
H -1.92914 -2.45038 2.07320
H -3.53227 -0.70182 0.01594
C -3.98734 4.51160 0.44938
N -4.07952 5.91291 -0.05243
O -3.66073 6.14568 -1.16991
O -4.57214 6.73446 0.69999
H -3.53372 3.89464 -0.31750
H -3.37772 4.52364 1.34709
H -4.99616 4.17628 0.66852



120
Properties=species:S:1:pos:R:3 method="wB97M-V/def2-TZVPD" total_charge=+1 total_energy_ev=-85367.84456
C 2.09948 5.26138 0.93335
C 0.59069 4.96255 0.85940
C 0.10907 4.31327 2.17136
C -0.41531 2.88292 2.04570
C 0.51468 1.97870 1.23614
N -0.11101 0.69916 0.86493
C -1.05977 0.65206 0.01841
C -1.63236 1.76891 -0.73414
C -1.11453 1.68871 -2.20074
C -2.21099 1.44522 -3.24427
Cl -2.05681 2.56683 -4.61445
C -1.58351 -0.75025 -0.16616
N -2.05892 -1.09686 -1.46472
C -0.41684 -1.51888 0.41516
C 0.29971 -0.61201 1.43447
C -0.36941 -0.87255 2.78917
C -0.05282 -2.28526 3.31082
C -1.27442 -3.19714 3.31153
S -2.38876 -2.81607 4.70401
C -4.06662 -2.71980 4.17296
S -5.13771 -2.82999 5.38533
N -4.46040 -2.53295 2.81741
C -4.98674 -3.80448 2.26825
C -4.01478 -4.96899 2.31385
C -5.58441 -1.54899 2.80408
C -5.92627 -0.95933 1.44880
O 1.61096 -0.98566 1.27154
C 2.53916 -0.59552 2.28996
C 3.83405 -1.36466 2.02661
C 3.54744 -2.82785 2.34210
C 4.40436 -1.12056 0.62462
C 4.33788 0.34768 0.22090
C 3.82617 -2.01239 -0.49482
H 2.64270 4.32726 0.81539
H 2.39432 5.96038 0.16272
H 2.33142 5.63614 1.91831
H 0.09094 5.90863 0.69998
H 0.39544 4.35356 -0.01912
H -0.72239 4.90709 2.53319
H 0.86618 4.36348 2.94319
H -0.42389 2.45586 3.04543
H -1.44260 2.84709 1.70800
H 1.36353 1.79548 1.87498
H 0.91272 2.45461 0.34972
H -2.71214 1.75624 -0.69542
H -1.31198 2.73030 -0.36708
H -0.58112 2.59502 -2.46155
H -0.39456 0.88238 -2.29023
H -3.20310 1.45962 -2.82254
H -2.09314 0.45710 -3.65046
H -2.38031 -0.84582 0.57066
H -2.71885 -1.86040 -1.37200
H -1.30780 -1.44312 -2.05433
H -0.50701 -2.56843 0.64497
H 0.30967 -1.53400 -0.41024
H -0.02154 -0.15993 3.53484
H -1.45101 -0.77674 2.75553
H 0.68144 -2.72251 2.64687
H 0.37185 -2.24826 4.30502
H -1.86487 -3.10661 2.41342
H -0.95774 -4.23214 3.36104
H -5.25920 -3.66069 1.22959
H -5.91449 -4.07038 2.77468
H -3.17350 -4.80402 1.65258
H -3.72300 -5.21888 3.32697
H -4.54019 -5.83243 1.92091
H -5.31540 -0.74335 3.47624
H -6.49415 -1.99159 3.19756
H -6.06273 -1.69488 0.66431
H -5.23105 -0.20504 1.11812
H -6.87832 -0.45214 1.56058
H 2.21222 -0.87186 3.28903
H 2.77582 0.46542 2.27543
H 4.54918 -1.01266 2.76763
H 4.40419 -3.45345 2.11061
H 3.25110 -2.95120 3.37640
H 2.71549 -3.19948 1.76442
H 5.46407 -1.34977 0.68474
H 4.88753 0.47467 -0.70509
H 4.85521 0.93935 0.97297
H 3.31974 0.68681 0.05346
H 4.54869 -2.69709 -0.91285
H 2.93825 -2.54372 -0.18828
H 3.50464 -1.35516 -1.29392
C 6.80046 -2.22560 -4.49433
C 5.36100 -2.17353 -4.01853
O 5.07598 -0.94557 -3.34802
H 7.48321 -2.10969 -3.65221
H 7.01519 -3.17163 -4.99256
H 7.00553 -1.41202 -5.19368
H 5.16442 -2.97427 -3.30704
H 4.67374 -2.28863 -4.86300
H 5.23434 -0.22906 -3.97263
C 0.73798 6.04851 -3.34566
C 1.64645 4.88658 -3.70235
O 0.91442 3.66214 -3.78984
H 0.23684 5.86061 -2.39332
H 1.30444 6.97769 -3.26634
H -0.03907 6.17666 -4.10173
H 2.40913 4.74576 -2.93685
H 2.14902 5.07110 -4.65624
H 0.24450 3.76841 -4.47676
C -4.44318 6.07824 -4.97796
C -3.19876 6.71780 -5.56455
O -2.10633 5.79871 -5.59244
H -4.24555 5.72177 -3.96617
H -5.27056 6.78803 -4.94536
H -4.75057 5.21477 -5.57267
H -2.88233 7.56585 -4.95973
H -3.39310 7.07478 -6.58034
H -2.37126 5.04987 -6.13771
C 0.29240 -7.40973 2.82699
C 0.89793 -6.33388 1.94528
O 1.70322 -5.42785 2.70081
H -0.31553 -6.96086 3.61405
H -0.33246 -8.08856 2.24552
H 1.07537 -7.99323 3.31525
H 0.11332 -5.74038 1.47329
H 1.50852 -6.78296 1.15603
H 2.40976 -5.93770 3.11288



21
Properties=species:S:1:pos:R:3 method="wB97M-V/def2-TZVPD" smiles=C1CCCCCC1 total_charge=0 total_energy_ev=-7484.46213
C 1.39356 0.41334 0.86786
C 1.22129 0.61543 -0.64909
C -0.09592 1.27457 -1.09919
C -1.34351 0.51935 -0.61940
C -1.26314 -0.98796 -0.73149
C -0.18756 -1.60912 0.67700
C 0.25861 -0.41285 1.49104
H 1.37971 1.39062 1.36520
H 2.39463 -0.00637 1.05061
H 2.04930 1.23764 -1.00823
H 1.33728 -0.35200 -1.15853
H -0.15841 2.28022 -0.66780
H -0.05470 1.41112 -2.19044
H -1.35394 0.71581 0.50664
H -2.29194 0.99850 -0.87528
H -2.27078 -1.43817 -0.82037
H -0.64495 -1.36247 -1.54934
H -0.64843 -2.38230 1.31622
H 0.59344 -2.07107 0.06910
H 0.32091 -0.52626 2.57616
H -0.63546 0.29198 1.44932



15
Properties=species:S:1:pos:R:3 method="wB97M-V/def2-TZVPD" total_charge=-1 total_energy_ev=-79887.84612
C -1.58576 1.68334 -0.03734
C 0.17819 -0.25591 1.40471
C 0.75528 -1.76987 -1.17590
C 0.41190 0.16606 0.04619
N -0.50883 0.86857 -0.59159
O -2.38776 2.15881 -0.85803
O -1.76284 1.74735 1.20487
Br 2.46633 0.81736 0.06012
H -0.34810 0.75727 1.80784
H 0.95333 -0.45573 2.11243
H -0.38241 -1.28953 1.42868
H 1.49976 -2.36425 -0.73059
H 1.04249 -1.12140 -1.94925
H -0.21776 -2.18901 -1.19400
H -0.11383 1.24695 -1.52816



25
Properties=species:S:1:pos:R:3 method="wB97M-V/def2-TZVPD" total_charge=0 total_energy_ev=-13530.06901
C 0.91729 -2.52077 -1.37805
C 0.30937 -1.37384 -0.58539
C -1.19496 -1.49166 -0.40699
N -1.70747 -0.27622 0.23572
C -1.34315 0.10664 1.39376
N -0.59926 -0.52514 2.35409
H 0.59430 -2.52517 -2.42411
H 1.99133 -2.39070 -1.53388
H 0.57566 -3.46358 -0.96765
H 0.80666 -1.33972 0.42068
H 0.68049 -0.42327 -0.96809
H -1.55018 -2.36223 0.16176
H -1.72993 -1.49381 -1.36963
H -1.71994 1.08889 1.67102
H -0.35808 -0.12431 3.24273
H -0.46889 -1.52056 2.28712
O 0.34248 2.56133 1.49894
H 0.45304 1.68069 1.88138
H 1.04369 2.56467 0.79383
O 1.97820 2.24189 -0.59838
H 1.35306 2.35937 -1.32738
H 2.71905 2.85200 -0.69201
O -0.76484 2.23638 -1.52705
H -0.94872 2.65381 -0.67684
H -1.37917 1.48532 -1.48561



24
Properties=species:S:1:pos:R:3 method="wB97M-V/def2-TZVPD" smiles="N/C=C/N.CCCC" total_charge=0 total_energy_ev=-9460.96727
N -0.38567 -2.33823 -0.88587
C -0.08597 -1.43416 -1.94148
C -0.95649 -0.62907 -2.52121
N -0.54714 0.23330 -3.58921
H -0.35516 -1.91408 0.03226
H 0.27465 -3.10436 -0.90381
H 0.94541 -1.39665 -2.29122
H -2.00567 -0.61553 -2.23807
H -0.98961 1.13870 -3.49408
H -0.80739 -0.13575 -4.49502
C 0.09474 2.20550 0.34472
C 0.09651 0.77555 0.87505
C 0.60358 0.68272 2.30136
C 0.58686 -0.75115 2.84958
H -0.56208 2.84417 0.93349
H -0.23026 2.23762 -0.69361
H 1.10379 2.61742 0.39710
H 0.78048 0.19601 0.24685
H -0.88716 0.31630 0.77653
H -0.00769 1.29717 2.96804
H 1.61862 1.08398 2.35347
H -0.36746 -1.21916 2.61152
H 0.69025 -0.73991 3.93164
H 1.39285 -1.35040 2.43198



22
Properties=species:S:1:pos:R:3 method="wB97M-V/def2-TZVPD" multiplicity=2 total_charge=-1 s_squared=0.750 total_energy_ev=-9974.83988
C 1.81428 1.89012 1.52259
C 0.72257 0.90047 1.84787
C 0.67773 -0.25734 0.84090
N -0.49100 -0.15150 -0.03463
C -0.42654 -1.15309 -1.09096
H 2.76446 1.35455 1.49109
H 2.02348 2.74527 2.16231
H 1.67623 2.20464 0.48688
H -0.27293 1.35099 1.75139
H 0.67700 0.52779 2.87755
H 0.64993 -1.23573 1.31413
H 1.55082 -0.22272 0.20991
H -0.45494 0.72104 -0.55622
H -0.56113 -2.13107 -0.65162
H 0.54459 -1.10820 -1.61127
H -1.13656 -0.84350 -1.85286
H -2.21646 -1.62701 0.55582
H -2.07243 -3.14038 1.01406
O -2.55018 -2.32120 1.14037
H -0.47936 1.41788 -3.86483
H -1.30341 0.22858 -4.15044
O -1.13615 0.85040 -3.40204



8
Properties=species:S:1:pos:R:3 method="wB97M-V/def2-TZVPD" total_charge=-1 total_energy_ev=-25155.38422
C 0.78815 -0.58562 -1.25801
C 0.70649 0.09317 -0.11113
O -1.57839 -0.15387 2.33510
O -1.60779 1.99108 1.28648
F -0.42703 -0.83975 -1.92939
F 1.75530 -1.26025 -2.04651
F 1.93379 0.15918 0.61012
S -1.57052 0.59607 1.11335



12
Properties=species:S:1:pos:R:3 method="wB97M-V/def2-TZVPD" smiles="C1=C=NC=NC=1.N" total_charge=0 total_energy_ev=-8694.98589
C -0.08840 0.15643 0.02930
C 0.68511 1.14557 0.19135
N 2.03144 1.07045 0.23518
C 2.40137 -0.21940 0.08165
N 1.63191 -1.29859 -0.09687
C 0.29682 -1.14622 -0.12763
H 3.47331 -0.40165 0.12579
H -0.33188 -2.02660 -0.25853
N -2.28994 0.55409 -0.03969
H -2.56573 0.77330 -0.99253
H -3.00868 -0.03470 0.37492
H -2.23533 1.42732 0.47708



20
Properties=species:S:1:pos:R:3 method="wB97M-V/def2-TZVPD" total_charge=0 total_energy_ev=-14020.30326
C -2.69772 -0.69546 -0.78627
C -1.49248 -1.23488 -0.32132
C -3.09403 0.55434 -0.39045
C -0.58640 -0.33749 0.25133
C -0.94872 0.96229 0.48362
C 0.81290 -0.71823 0.62977
C 1.78712 0.12394 -0.11369
C 1.70652 1.57603 0.13596
N -2.21127 1.41169 0.24224
O -2.66082 2.53412 0.55355
O 1.63646 2.37097 -0.92623
H -3.29264 -1.26660 -1.36001
H -1.13046 -2.15955 -0.70366
H -4.02950 0.82828 -0.40758
H 0.97310 -0.75039 1.70790
H 0.98305 -1.71485 0.40028
H 2.86939 -0.17547 0.20405
H 1.61323 -0.06847 -1.15361
H 1.75298 1.90547 1.19771
H 1.24770 3.25404 -0.83588



15
Properties=species:S:1:pos:R:3 method="wB97M-V/def2-TZVPD" smiles=C[C@@]1(CO)CN1 total_charge=0 total_energy_ev=-7830.42845
C -1.32425 -0.95387 0.05657
C -0.10532 -0.04623 0.01917
C 1.09058 -0.57013 -0.77194
O 2.20241 0.27465 -0.63825
C -0.31613 1.41783 0.11102
N 0.33510 0.69357 1.20214
H -2.25617 -0.38703 0.17260
H -1.39520 -1.49682 -0.89273
H -1.29119 -1.70179 0.85872
H 1.32351 -1.59607 -0.43339
H 0.84228 -0.62443 -1.83877
H 2.18648 0.55390 0.29485
H -1.34877 1.73001 0.25938
H 0.32202 2.12968 -0.40983
H -0.26535 0.57673 2.01048



83
Properties=species:S:1:pos:R:3 method="wB97M-V/def2-TZVPD" total_charge=+3 total_energy_ev=-83364.69132
Zr 0.77417 0.04233 -0.16785
C 3.04870 2.79923 -0.66605
C 1.65672 3.08827 -1.09877
N 0.71402 2.34760 -0.17128
C -0.70830 2.76994 -0.31435
C -1.13425 2.45707 -1.73188
N -0.77568 1.08081 -2.03673
C -1.08068 0.80943 -3.49952
C -0.65560 -0.61186 -3.90854
C 0.78947 -0.92110 -3.56634
N 1.02010 -1.37560 -2.08913
C 2.40982 -1.95916 -1.90552
C 3.44650 -0.85610 -2.05725
N 3.01171 0.22897 -1.05525
C 3.69107 1.53675 -1.36274
H 3.05996 2.66393 0.40632
H 3.61879 3.65362 -0.88457
H 1.50165 2.60150 -2.10652
H 1.36119 4.15321 -1.05243
H 0.96705 2.57403 0.74301
H -0.86795 3.83550 -0.01254
H -1.25281 2.20283 0.43783
H -0.60724 3.14646 -2.39185
H -2.18408 2.62226 -1.83515
H -1.51588 0.55054 -1.59281
H -0.57331 1.56907 -4.12335
H -2.15911 1.04661 -3.70459
H -0.72246 -0.67811 -4.98089
H -1.39606 -1.30245 -3.56649
H 1.38640 -0.04767 -3.85497
H 1.15572 -1.70540 -4.27237
H 0.34701 -2.16483 -1.98237
H 2.54901 -2.68695 -2.75169
H 2.42632 -2.59243 -0.99329
H 3.45526 -0.30828 -3.01351
H 4.39861 -1.23684 -1.81658
H 3.43660 -0.04968 -0.18646
H 3.71364 1.56030 -2.46602
H 4.69732 1.43766 -1.12986
F 1.17415 -4.20143 1.83546
C 1.52561 -3.35991 2.79226
F 0.40582 -2.73378 3.27980
F 2.20081 -3.96188 3.71859
S 2.54079 -2.07780 1.99487
O 1.60822 -1.56819 0.89843
O 3.77398 -2.54904 1.44824
N 2.57023 -1.02567 3.18120
S 3.14284 0.39491 2.62557
O 4.56462 0.48220 2.41402
O 2.22825 0.90632 1.55880
C 2.78372 1.53934 4.04572
F 1.52799 1.29504 4.46207
F 3.64116 1.28335 4.99295
F 2.85524 2.77766 3.63875
N -1.39618 2.32143 3.61713
C -1.99934 0.98494 3.56909
C -1.75497 0.28577 2.25273
N -0.30393 0.45250 1.89701
H -1.04113 2.41144 4.56751
H -2.00757 3.04430 3.35918
H -3.06287 0.99868 3.75818
H -1.57221 0.42975 4.40399
H -2.43476 0.68237 1.52251
H -2.10022 -0.74351 2.32414
H 0.28753 -0.21563 2.38708
H 0.00671 1.37702 2.23175
C -1.46726 -3.39382 0.12238
C -1.93778 -1.98023 -0.20088
O -1.01842 -1.11710 -0.30239
C -3.30891 -1.58917 -0.32569
C -4.30216 -2.61614 -0.22745
C -5.60520 -2.31273 -0.51611
C -6.00383 -1.03233 -0.80199
C -5.06556 0.01300 -0.70998
C -3.70853 -0.21810 -0.51770
H -0.57096 -3.33704 0.80126
H -1.19264 -3.85432 -0.83050
H -2.17918 -4.04699 0.57896
H -4.07973 -3.66146 -0.10126
H -6.30346 -3.15063 -0.46909
H -7.05491 -0.83637 -1.01713
H -5.40084 1.03218 -0.94399
H -2.96850 0.58958 -0.55312